{"formula": "C2H6N2O", "method": "ωB97M-V/def2-TZVPD", "elements": ["N", "C", "C", "N", "O", "H", "H", "H", "H", "H", "H"], "xyz": [[-1.586, 0.199, 0.211], [-0.534, -0.766, -0.147], [0.867, -0.213, -0.370], [1.186, 0.899, 0.394], [1.684, -0.775, -1.061], [-2.165, 0.339, -0.612], [-1.158, 1.111, 0.350], [-0.780, -1.371, -1.014], [-0.402, -1.509, 0.648], [0.724, 0.951, 1.288], [2.163, 1.134, 0.314]], "homo_ev": -9.45, "smiles": "NCC(N)=O", "homo_lumo_gap_ev": 10.3, "charge": 0, "e_lumo_ev": 0.84}

---

{"formula": "C2H6N2O", "method": "ωB97M-V/def2-TZVPD", "elements": ["C", "N", "N", "C", "O", "H", "H", "H", "H", "H", "H"], "xyz": [[-1.643, -0.603, -0.006], [-0.331, -0.013, -0.087], [-0.341, 1.392, -0.080], [0.799, -0.670, 0.036], [1.853, -0.141, 0.009], [-1.407, -1.412, -0.660], [-1.685, -1.109, 0.990], [-2.410, 0.037, -0.230], [0.636, 1.663, -0.073], [-0.725, 1.690, 0.799], [0.543, -1.754, 0.087]], "homo_ev": -8.75, "smiles": "CN(N)C=O", "homo_lumo_gap_ev": 9.6, "charge": 0, "e_lumo_ev": 0.82}